Molecular formula: C28H65N3O20S5
Method: DFT, ωB97M-V/def2-TZVPD

## Properties
calculated total energy = -129643.5101 eV
LUMO = -0.3595 eV
HOMO energy = -6.7 eV
Kohn-Sham gap = 6.35 eV
spin multiplicity = 1

The geometry in XYZ format:
```
121
Properties=species:S:1:pos:R:3:forces:R:3:lowdin_charge:R:1
C 0.778855 -3.628832 -2.711005 -2.6 -6.8 0.0 -0.164
C 0.804858 -3.745300 -1.177460 -3.0 -1.8 -0.7 -0.171
N -0.562435 -4.010191 -0.599941 0.6 -2.3 -1.8 -0.152
C -1.536939 -3.091489 -1.127020 0.0 0.4 -0.6 -0.282
C -2.729092 -2.970823 -0.263743 -1.2 0.8 0.6 -0.051
C -0.983842 -5.392353 -0.974081 -1.0 -0.2 0.7 -0.251
C -0.177441 -6.544792 -0.391825 0.5 0.8 -1.0 -0.075
H 0.410495 -4.575589 -3.106059 -0.3 -0.6 -0.2 0.083
H 1.782049 -3.443327 -3.094775 -0.5 -2.9 -0.9 0.105
H 0.099639 -2.807227 -2.938428 -1.4 -2.3 -1.0 0.095
H 1.405333 -4.591739 -0.844161 0.4 0.2 0.1 0.136
H 1.097538 -2.813901 -0.692738 -2.0 -3.6 -2.0 -0.029
H -1.096169 -2.094779 -1.146489 0.3 -1.1 -0.5 0.066
H -1.905974 -3.326091 -2.125457 0.3 -0.2 -0.5 0.136
H -2.402690 -2.562512 0.692726 -1.2 -0.6 -0.1 0.064
H -3.390791 -2.174392 -0.604254 -0.1 -0.1 -0.5 0.098
H -3.327014 -3.881646 -0.232083 0.1 0.0 0.5 0.093
H -1.116986 -5.517460 -2.048653 0.2 0.1 -0.2 0.108
H -1.970989 -5.610643 -0.566675 -0.4 0.7 0.1 0.106
H -0.774951 -7.453911 -0.459597 0.0 0.0 0.4 0.080
H 0.104582 -6.248515 0.618519 0.2 -0.6 0.1 0.072
H 0.680731 -6.704748 -1.044549 0.4 -0.1 0.5 0.069
C 2.690271 1.490228 5.386596 -0.2 -1.0 -1.3 -0.055
C 2.178522 0.441445 4.347557 0.4 -0.5 0.4 -0.256
N 2.939400 0.292523 3.110620 1.8 1.5 0.7 -0.151
C 4.208514 -0.433492 3.307791 -0.9 0.7 0.1 -0.228
C 4.071179 -1.936499 3.452390 0.9 -0.9 -0.4 -0.076
C 2.242156 -0.028819 1.869422 2.3 2.5 0.6 -0.195
C 1.316000 1.089261 1.409864 7.1 -5.9 1.6 -0.154
H 2.155475 1.338031 6.324125 -0.1 0.3 -0.1 0.070
H 2.556697 2.487418 4.967234 0.2 0.1 0.3 0.065
H 3.737553 1.248685 5.568146 0.1 0.4 0.1 0.054
H 2.256824 -0.529754 4.836179 -0.2 0.0 0.6 0.076
H 1.113220 0.540034 4.138968 0.5 0.7 0.0 0.081
H 4.872687 -0.202972 2.474819 0.0 -0.1 -0.3 0.106
H 4.750868 -0.025684 4.160813 -0.3 0.1 0.3 0.098
H 4.040666 -2.400486 2.466540 -0.5 -0.1 -0.2 0.066
H 5.006114 -2.345937 3.834934 0.1 0.0 0.4 0.073
H 3.265474 -2.337182 4.067526 0.1 0.4 0.0 0.051
H 1.688259 -0.937016 2.107044 2.8 4.5 -2.5 -0.104
H 3.043750 -0.230246 1.158810 0.0 0.2 -0.3 0.118
H 0.984679 0.762104 0.424314 0.3 -0.6 2.0 0.047
H 1.966610 1.938074 1.199329 -0.3 0.8 0.7 0.148
H 0.470053 1.166932 2.092834 1.8 -1.3 1.8 0.129
C 0.297760 0.189537 -2.550969 -1.9 0.5 0.0 -0.020
C 0.386192 1.150540 -1.366550 -2.3 1.1 0.7 -0.248
N -0.781857 1.151156 -0.495405 0.6 -0.2 0.9 -0.111
C -1.264958 -0.217360 -0.169825 -0.1 0.5 2.5 -0.166
C -0.359337 -1.092607 0.760140 -1.7 2.5 -1.9 -0.040
C -0.502209 2.082678 0.669551 -3.2 2.8 -1.9 -0.161
C -0.330102 3.612092 0.386762 0.2 -0.7 -0.1 -0.043
H 0.205978 -0.849364 -2.234179 -1.4 1.3 0.0 0.059
H 1.189304 0.119533 -3.174160 -1.5 0.7 -0.4 0.066
H -0.571620 0.462364 -3.149164 0.2 -0.4 -0.3 0.098
H 1.269576 1.073170 -0.732728 -1.5 1.0 -1.1 0.088
H 0.448983 2.156029 -1.782670 -1.1 -4.0 2.6 0.016
H -2.202967 -0.088040 0.370091 1.0 -0.3 -0.8 0.059
H -1.596618 -0.841944 -0.999268 0.4 1.6 -0.5 0.078
H 0.460350 -1.468605 0.147885 -1.7 1.0 1.0 0.059
H 0.078822 -0.592339 1.623762 -1.4 0.4 -1.3 0.084
H -0.918710 -1.926061 1.185058 0.7 3.2 -1.4 0.026
H 0.389017 1.877740 1.262690 -4.8 3.9 -2.4 -0.065
H -1.347325 2.005746 1.353633 0.6 -0.3 -0.2 0.108
H -1.169735 3.918129 -0.237300 2.2 0.7 -1.1 0.057
H 0.596462 3.922077 -0.096450 -0.2 -0.3 2.4 0.064
H -0.414041 4.166790 1.321296 0.3 -0.3 0.1 0.112
C -4.131987 4.207764 0.780962 0.3 1.5 0.1 -0.146
C -2.718178 4.159891 1.309415 -1.0 0.7 -1.0 -0.251
O -2.714665 3.121660 2.222186 -1.0 -2.3 2.2 -0.191
S -3.827029 1.916724 1.886457 -0.6 1.6 1.6 0.799
O -4.623241 1.648543 3.071915 1.0 1.0 -2.1 -0.218
O -3.158993 0.769323 1.320364 -2.0 2.2 0.8 -0.235
O -4.579942 2.864672 0.743118 -0.1 -1.9 3.1 -0.195
H -4.081617 4.601283 -0.234274 -0.4 -0.1 0.2 0.139
H -4.780060 4.862191 1.363902 -0.2 -0.4 0.2 0.142
H -2.360281 5.107539 1.711889 -0.3 -0.1 0.6 0.157
H -1.998846 3.904808 0.531219 -2.6 0.7 1.6 0.001
C -0.532111 -3.518813 1.970480 1.9 -0.4 -0.7 -0.179
C 0.897241 -3.016500 1.637270 -0.4 -3.7 -0.5 -0.196
O 1.134411 -1.896039 2.384272 -4.2 -5.5 6.1 -0.271
S 0.317031 -1.994211 3.833299 -0.9 -0.3 1.3 0.828
O -0.410234 -0.717514 4.081469 1.2 -4.1 -1.2 -0.230
O 1.204920 -2.513074 4.854905 -1.5 0.8 -1.3 -0.234
O -0.601907 -3.313168 3.363063 -0.2 1.3 1.5 -0.137
H -0.618401 -4.491161 1.485516 -0.2 -0.5 1.6 0.125
H -1.248345 -2.909028 1.419782 0.0 -2.6 1.6 0.037
H 1.000230 -2.848611 0.565217 -0.6 -1.0 3.2 0.045
H 1.710266 -3.651434 1.989339 -0.3 -1.2 -0.4 0.162
C -2.893849 2.767476 -1.299675 1.9 2.5 -0.2 -0.290
C -2.478443 1.699952 -2.190743 -0.8 -4.0 2.5 -0.282
O -3.404987 1.692422 -3.203208 -4.1 1.1 -2.8 -0.188
S -4.866069 2.449725 -2.823636 -0.9 0.0 -0.8 0.870
O -5.980035 1.474339 -2.605806 3.5 2.6 -0.3 -0.264
O -5.152920 3.588627 -3.754511 1.0 -3.4 2.9 -0.268
O -4.215998 2.970741 -1.365287 -5.6 -1.5 -3.6 -0.234
H -2.544740 3.686237 -1.770962 -0.3 0.0 1.4 0.118
H -2.540889 2.665609 -0.273440 -0.4 -0.6 -1.0 0.097
H -2.710286 0.758575 -1.692592 0.4 -0.2 0.2 0.140
H -1.412848 1.703491 -2.420050 -2.0 -0.2 -0.4 0.075
C 4.317265 -0.304218 -2.499928 1.1 1.5 -0.2 -0.169
C 3.149043 0.699406 -2.584709 -0.1 -1.2 0.4 -0.102
O 2.283967 0.214607 -1.548287 4.6 -3.3 0.1 -0.352
S 2.207020 -1.456594 -1.559062 4.8 3.9 -2.3 0.911
O 1.427835 -2.011489 -2.669565 7.5 10.5 4.0 -0.365
O 2.014821 -1.918774 -0.205438 6.0 4.5 -2.5 -0.274
O 3.822258 -1.454405 -1.935829 -2.4 -3.6 1.1 -0.166
H 5.090069 -0.053457 -1.773297 0.2 0.8 -0.4 0.140
H 4.752279 -0.563545 -3.465125 0.0 0.3 0.0 0.138
H 2.608792 0.582475 -3.524146 0.4 0.1 -0.3 0.121
H 3.275958 1.766997 -2.405155 0.6 -0.2 0.2 0.153
C 0.772088 4.723122 -3.209605 1.2 0.3 -0.1 -0.155
C 0.461418 3.610704 -2.218382 2.3 3.9 -3.1 -0.231
O -0.933841 3.527333 -2.269542 1.5 1.7 -1.7 -0.307
S -1.457163 3.646226 -3.853413 0.3 0.2 -2.0 0.812
O -2.638393 4.482414 -4.069247 3.1 -1.3 1.2 -0.191
O -1.458770 2.309915 -4.422675 1.2 2.8 -0.1 -0.209
O -0.065726 4.416836 -4.269806 -3.0 -0.3 -1.8 -0.178
H 1.723285 4.722039 -3.741888 0.6 -0.5 0.8 0.138
H 0.685762 5.752670 -2.862191 -0.7 0.0 0.3 0.134
H 0.779337 3.877497 -1.210492 0.2 -0.5 -2.2 0.092
H 0.898799 2.670551 -2.554382 1.1 2.2 -2.0 0.116
```
Positions in Å, forces in eV/Å.

Molecular formula: H3O4PSi
Method: DFT, ωB97M-V/def2-TZVPD

## Properties
SMILES = O=[P@@]([O-])(O)[SiH2][O-]
calculated total energy = -25404.9174 eV
net charge = -2
LUMO = 7.0056 eV
HOMO energy = 0.2 eV
Kohn-Sham gap = 6.79 eV
spin multiplicity = 1

The geometry in XYZ format:
```
9
Properties=species:S:1:pos:R:3:forces:R:3:nbo_charge:R:1
O -1.981344 0.710347 0.825112 -0.5 1.3 0.2 -1.181
P -0.924262 -0.202025 0.345822 -1.5 -6.4 2.9 1.757
O -1.012164 -1.892485 1.347374 1.1 5.1 -2.9 -1.235
O -1.390724 -0.840813 -1.106209 1.5 -0.3 -0.6 -1.026
Si 1.114764 0.724385 -0.092459 1.5 -0.3 0.3 1.139
O 2.058946 0.098869 -1.187500 -0.4 -0.1 -0.2 -1.340
H -0.578171 -1.389628 -1.289539 -1.2 0.4 -0.1 0.486
H 1.127880 2.225844 -0.152480 -0.7 0.3 -0.2 -0.298
H 1.585075 0.565508 1.309879 0.3 0.0 0.5 -0.301
```
Positions in Å, forces in eV/Å.

Molecular formula: C28H43AsF3N2O3PS2Ta
Method: DFT, ωB97M-V/def2-TZVPD

## Properties
calculated total energy = -140350.9899 eV
net charge = +2
LUMO (alpha / beta) = -6.3182 / -6.9654 eV
HOMO energy (alpha / beta) = -13.1 / -13.7 eV
expectation value of S² = 0.76
Kohn-Sham gap (alpha / beta) = 6.74 / 6.69 eV
spin multiplicity = 2

The geometry in XYZ format:
```
84
Properties=species:S:1:pos:R:3:forces:R:3:lowdin_spin:R:1
Ta 0.333496 0.451457 0.097218 -0.2 0.0 0.6 0.221
C 2.018914 -2.650087 2.357566 0.0 0.0 0.0 0.002
C 2.000950 -1.475172 3.295092 0.0 0.0 0.0 0.002
C 2.894952 -1.407389 4.356734 0.0 0.0 0.0 0.000
C 2.847712 -0.364087 5.266619 0.0 0.0 0.0 0.000
C 1.878712 0.617155 5.144263 0.0 0.0 0.0 0.000
C 0.963676 0.582561 4.099784 0.0 0.0 0.0 0.001
C -0.149038 1.596018 4.032800 0.0 0.0 0.0 0.000
C 1.066447 -0.449417 3.165633 -0.1 0.2 0.1 0.007
N 0.117709 -0.492505 2.067455 0.0 0.0 -0.2 0.117
C -1.016215 -1.142760 2.328220 0.0 0.0 0.0 0.174
C -1.360416 -1.780774 3.632486 0.0 0.0 0.0 0.024
C -1.896193 -1.245948 1.224182 -0.1 0.0 -0.1 0.218
C -3.191829 -1.975850 1.303492 0.0 0.0 0.0 0.032
N -1.427748 -0.671524 0.109135 0.1 -0.1 -0.1 0.095
C -2.046938 -1.060530 -1.143777 0.0 0.0 0.0 0.005
C -2.861700 -0.157945 -1.832264 0.0 0.0 0.0 0.002
C -3.131170 1.223482 -1.304494 0.0 0.0 0.0 0.001
C -3.450987 -0.570251 -3.019202 0.0 0.0 0.0 0.000
C -3.257429 -1.856389 -3.498586 0.0 0.0 0.0 0.001
C -2.476198 -2.747282 -2.784762 0.0 0.0 0.0 0.000
C -1.854777 -2.372250 -1.596297 0.0 0.0 0.0 0.003
C -1.048884 -3.404460 -0.850296 0.0 0.0 0.0 0.000
H 2.883655 -3.279972 2.554014 0.0 0.0 0.0 0.000
H 2.066272 -2.340508 1.313305 0.0 0.0 0.0 0.001
H 1.126027 -3.269585 2.479522 0.0 0.0 0.0 0.000
H 3.635190 -2.189075 4.469808 0.0 0.0 0.0 0.000
H 3.557647 -0.325453 6.081423 0.0 0.0 0.0 0.000
H 1.822194 1.416698 5.872467 0.0 0.0 0.0 0.000
H 0.125366 2.499121 4.577500 0.0 0.0 0.0 0.000
H -1.060728 1.202469 4.491593 0.0 0.0 0.0 0.000
H -0.389916 1.862914 3.003870 0.0 0.0 0.0 0.000
H -0.638447 -1.551033 4.409323 0.0 0.0 0.0 0.000
H -1.403561 -2.866956 3.513790 0.0 0.0 0.0 0.010
H -2.351337 -1.462742 3.960180 0.0 0.0 0.0 0.006
H -3.777431 -1.606382 2.147112 0.0 0.0 0.0 0.009
H -3.025169 -3.041315 1.482457 0.0 0.0 0.0 0.012
H -3.774766 -1.867806 0.393442 0.0 0.0 0.0 0.000
H -3.163206 1.239616 -0.213920 0.0 0.0 0.0 0.000
H -4.083914 1.593399 -1.680239 0.0 0.0 0.0 0.000
H -2.350453 1.911621 -1.638018 0.0 0.0 0.0 0.000
H -4.089927 0.117085 -3.559399 0.0 0.0 0.0 0.000
H -3.737095 -2.169471 -4.416315 0.0 0.0 0.0 0.000
H -2.347410 -3.761614 -3.143780 0.0 0.0 0.0 0.000
H -0.356543 -3.907034 -1.526824 0.0 0.0 0.0 0.000
H -1.707589 -4.174700 -0.443470 0.0 0.0 0.0 0.000
H -0.464750 -2.990166 -0.030976 0.0 0.0 0.0 0.001
C 4.699445 0.327850 -4.572514 0.0 0.0 0.0 0.000
C 4.387027 0.066494 -3.123521 0.0 0.0 0.0 0.000
O 3.130724 0.751885 -2.747643 0.0 0.0 -0.1 0.003
P 1.771806 0.017742 -2.643711 0.0 0.1 0.0 0.004
S 0.306091 1.342222 -2.298195 0.0 0.0 -0.2 0.000
S 1.698318 -1.253897 -1.041242 0.1 0.1 0.0 0.014
O 1.628731 -0.767886 -3.982125 0.0 0.0 0.1 0.001
C 0.443020 -1.567009 -4.313615 0.0 0.0 0.0 0.000
C 0.867676 -2.664728 -5.251251 0.0 0.0 0.0 0.000
H 5.666029 -0.116885 -4.810499 0.0 0.0 0.0 0.000
H 4.760612 1.397800 -4.764652 0.0 0.0 0.0 0.000
H 3.947820 -0.112603 -5.225004 0.0 0.0 0.0 0.000
H 5.127627 0.493896 -2.453625 0.0 0.0 0.0 0.000
H 4.281188 -0.996690 -2.903007 0.0 0.0 0.0 0.000
H -0.275535 -0.885302 -4.766658 0.0 0.0 0.0 0.000
H 0.024080 -1.957770 -3.386388 0.0 0.0 0.0 0.000
H 1.322077 -2.251653 -6.150426 0.0 0.0 0.0 0.000
H -0.009259 -3.240733 -5.547724 0.0 0.0 0.0 0.000
H 1.576995 -3.337868 -4.771251 0.0 0.0 0.0 0.000
F 2.384779 1.909904 -0.077955 0.0 0.1 0.0 -0.001
C 2.119285 1.285116 1.154874 0.0 -0.3 0.0 -0.002
F 3.198528 0.586954 1.470013 0.0 0.0 -0.1 0.000
F 2.006279 2.279809 2.045007 0.0 0.0 -0.1 -0.001
C 0.337028 4.797724 1.482501 0.0 0.0 0.0 0.000
As -1.046180 3.787392 0.646561 0.1 0.4 0.0 0.003
C -2.635028 3.740736 1.716686 0.1 -0.1 0.0 0.002
C -1.378744 4.484734 -1.101526 0.0 0.0 0.0 0.000
O -0.480454 2.180259 0.493311 -0.1 -0.3 0.0 0.031
H -0.060878 5.779292 1.740602 0.0 0.0 0.0 0.000
H 1.164172 4.905065 0.782723 0.0 0.0 0.0 0.000
H 0.668426 4.277230 2.377054 0.0 0.0 0.0 0.000
H -3.423347 4.299150 1.215250 0.0 0.0 0.0 0.000
H -2.427726 4.180345 2.690196 0.0 0.0 0.0 0.000
H -2.934942 2.701749 1.838156 0.0 0.0 0.0 0.000
H -1.368525 5.572982 -1.036400 0.0 0.0 0.0 0.000
H -2.345045 4.149064 -1.468977 0.0 0.0 0.0 0.000
H -0.579255 4.152467 -1.762890 0.0 0.0 0.0 0.000
```
Positions in Å, forces in eV/Å.

Look up the spin multiplicity of the third one. 2

Among the records above, which one has the highest calculated total energy? H3O4PSi